C4HIOS3 | ωB97M-V/def2-TZVPD

Geometry as ORCA input:
```
! wB97M-V def2-TZVPD RIJCOSX def2/J DEFGRID3
* xyz 0 1
C 0.05654 -0.17648 -0.26343
C -1.14733 -0.11078 0.21850
C -1.73432 -2.76497 -0.09090
C -2.34894 -0.15843 0.81671
O -2.74434 -0.85365 1.68858
S -2.74651 -2.94807 1.08424
S 0.68774 -1.39449 -1.38204
S -0.67986 -3.10356 -1.30279
I -3.93511 0.90165 -0.33145
H 0.95132 0.68466 -0.27085
*
```

Summary:
- frontier orbital gap (Ha) = 0.252